# C31H32IN3O13S2Ta

A molecular structure, C31H32IN3O13S2Ta at a distorted geometry (ωB97M-V/def2-TZVPD, OMol25).

Structure (XYZ):
```
83
C31H32IN3O13S2Ta (ωB97M-V/def2-TZVPD)
Ta 0.32846 0.62259 0.68731
C 2.86479 -3.02632 0.01595
O 2.04968 -2.29811 0.91708
C 2.61631 -2.20368 2.20627
C 1.62740 -1.54474 3.11940
O 1.45254 -0.12936 2.85635
C 2.13021 0.70843 3.81430
C 2.92185 1.81994 3.18506
O 2.09243 2.55683 2.30872
C 2.77274 3.67375 1.74930
H 3.00905 -4.05314 0.36585
H 3.84363 -2.55270 -0.10492
H 2.35152 -3.04259 -0.94312
H 3.56065 -1.64369 2.17821
H 2.82106 -3.20598 2.60604
H 1.95969 -1.65490 4.15025
H 0.65543 -2.01779 3.02115
H 2.83532 0.09616 4.37572
H 1.38691 1.08094 4.51583
H 3.78664 1.42868 2.65067
H 3.27587 2.46611 3.99998
H 3.10071 4.35158 2.54286
H 2.07478 4.18926 1.09556
H 3.64454 3.34879 1.17455
I 0.30869 2.66064 -1.11785
N -5.65410 5.38302 -2.40075
C -5.08867 4.27868 -1.82945
C -5.56375 3.78621 -0.60707
C -5.00585 2.65914 -0.04200
C -3.96769 1.99663 -0.69333
C -3.48890 2.47151 -1.91759
C -4.04348 3.59892 -2.47650
S -3.24576 0.58574 0.01052
O -4.07067 0.15238 1.10238
O -2.84170 -0.31680 -1.02512
N -1.80710 1.10512 0.67180
C -1.76608 1.63951 1.91420
S -2.97285 2.03089 3.07343
C -1.72976 2.67896 4.09480
C -0.51239 2.51896 3.55654
N -0.52152 1.90438 2.31486
H -6.34611 5.91592 -1.90905
H -5.26229 5.78719 -3.23011
H -6.39078 4.28509 -0.11634
H -5.40399 2.25891 0.88112
H -2.70033 1.93734 -2.43094
H -3.68829 3.95874 -3.43539
H -1.97842 3.15370 5.02985
H 0.41382 2.87938 3.96374
O -0.10123 -0.87158 -0.60652
C -0.68257 -1.63086 0.29619
O -0.62185 -1.12485 1.47432
C -1.30679 -2.87541 -0.01553
C -1.35206 -3.29873 -1.34189
C -1.97111 -4.49557 -1.68615
C -2.54692 -5.20126 -0.65489
O -3.19595 -6.37507 -0.73962
C -3.68286 -6.67609 0.58305
O -3.15431 -5.67539 1.45867
C -2.52139 -4.76766 0.66618
C -1.92134 -3.60359 1.02862
H -0.89857 -2.68383 -2.10796
H -2.00960 -4.85262 -2.70509
H -3.31734 -7.65431 0.88163
H -4.76965 -6.62854 0.57948
H -1.90449 -3.25422 2.05167
O 4.26808 0.43937 0.61269
C 3.41003 0.43208 -0.21622
O 2.08194 0.47168 0.19748
C 3.58721 0.36189 -1.67021
C 4.86440 0.61222 -2.15712
C 5.13889 0.56175 -3.52294
C 4.08924 0.23699 -4.34566
O 4.10437 0.12562 -5.69309
C 2.77571 -0.25199 -6.08816
O 1.98158 -0.32218 -4.89715
C 2.81898 -0.02773 -3.86119
C 2.52289 0.02708 -2.53099
H 5.65108 0.85215 -1.45517
H 6.12383 0.76806 -3.91724
H 2.80988 -1.22886 -6.56554
H 2.37126 0.50978 -6.75047
H 1.52444 -0.17857 -2.17127
```

Computed properties:
HOMO level: -10.2 eV
gap between HOMO and LUMO: 0.241 Eh
net charge: +1

=====

# C5H8N

A gas-phase ion, C5H8N (charge +1) at a distorted geometry (ωB97M-V/def2-TZVPD, OMol25).

Structure (XYZ):
```
14
C5H8N (ωB97M-V/def2-TZVPD)
C 2.07643 0.26517 0.30634
C 1.32800 -0.92502 -0.29355
C -1.71889 0.33431 -0.30286
C -2.07616 -0.74501 0.61746
C 0.63674 0.28679 0.10870
N -0.45410 0.92902 0.15302
H 2.22070 0.06549 1.44717
H 2.96712 0.81504 0.04512
H 1.50025 -0.90971 -1.43562
H 1.31189 -1.92864 0.10351
H -1.91546 0.31995 -1.52725
H -2.64066 0.89715 0.13285
H -2.83650 -1.35938 0.25220
H -0.39935 1.95483 0.39291
```

Computed properties:
HOMO level: -13.5 eV
gap between HOMO and LUMO: 0.323 Eh
net charge: +1

=====

# C18H19MgNO5

A molecular structure, C18H19MgNO5 at a distorted geometry (ωB97M-V/def2-TZVPD, OMol25).

Structure (XYZ):
```
44
C18H19MgNO5 (ωB97M-V/def2-TZVPD)
Mg -0.22330 0.23186 -0.22870
O -2.31320 2.72246 1.86400
C -1.28480 2.04456 1.05460
O -1.82820 1.03146 0.41460
C -0.18520 1.57526 2.07400
O 0.29510 0.29896 1.75200
C 1.69410 0.22456 1.67750
C 2.26090 1.16036 0.57000
O 3.34860 1.70606 0.79050
O 1.54300 1.26466 -0.44140
H -3.00500 2.05316 1.92190
H 0.63650 2.29466 2.10450
H -0.65600 1.52686 3.07210
H 2.15480 0.45136 2.65580
H 1.92640 -0.80154 1.37950
C 0.44790 5.05936 -1.49920
C -0.21300 3.96876 -2.04950
C -0.78310 3.01096 -1.22140
C -0.70160 3.13076 0.15540
C -0.09610 4.25906 0.69880
C 0.48400 5.21326 -0.12560
H 0.93280 5.78616 -2.14270
H -0.27100 3.85436 -3.12590
H -1.29440 2.15266 -1.63680
H -0.07740 4.39046 1.77310
H 0.98480 6.07106 0.31250
C 1.25760 -3.05434 -2.81360
C 0.48660 -3.63814 -1.66170
C 0.41920 -4.99504 -1.47850
C -0.27980 -5.55604 -0.41270
C -0.93380 -4.69314 0.46190
C -0.89550 -3.32784 0.32280
C -1.62890 -2.47014 1.31240
C -0.16200 -2.69974 -0.76150
N -0.05640 -1.43174 -0.99150
H 1.87300 -3.81244 -3.30710
H 1.89010 -2.24344 -2.45090
H 0.57810 -2.61974 -3.55190
H 0.92370 -5.65544 -2.18810
H -0.31400 -6.63204 -0.26870
H -1.50130 -5.12414 1.28950
H -2.47430 -3.00844 1.75070
H -1.98810 -1.56684 0.82040
H -0.97090 -2.15304 2.12870
```

Computed properties:
HOMO level: 1.1 eV
gap between HOMO and LUMO: 0.145 Eh
net charge: -2

=====

# C4H6BiLiO7

A molecular structure, C4H6BiLiO7 at a distorted geometry (ωB97M-V/def2-TZVPD, OMol25).

Structure (XYZ):
```
19
C4H6BiLiO7 (ωB97M-V/def2-TZVPD)
O -4.40791 0.85348 0.03913
C -3.57684 -0.07717 0.18719
O -3.81876 -1.27179 -0.11328
O -2.36470 0.27796 0.64485
O 1.13379 0.13235 -0.16351
C -0.10487 0.74182 0.10653
C -1.21638 -0.28827 0.02454
Li -5.60998 -0.57316 -0.55594
H -0.27077 1.54903 -0.62208
H -0.05029 1.16610 1.12276
H -0.92493 -1.21005 0.54811
H -1.42740 -0.53953 -1.02431
C 3.13351 -1.00137 0.38121
O 3.62072 -0.38181 -0.62120
O 2.99515 -2.35258 0.31904
H 2.90372 -2.60541 -0.60646
Bi 2.79209 1.20833 -1.73598
O 2.98154 -0.46854 1.54100
H 1.67020 0.37537 0.84913
```

Computed properties:
HOMO level (spin up / spin down): -7.4 / -7.4 eV
gap between HOMO and LUMO (spin up / spin down): 0.234 / 0.233 Eh
net charge: 0